# 1
Below is a single C4H6O molecule at a distorted geometry, with properties calculated with ωB97M-V/def2-TZVPD.

* frontier orbital gap: 10.8 eV
* energy relative to the best compared isomer or geometry (same formula, charge and spin): 157.7 kJ/mol
* structure (SMILES): C=C[C@H]1CO1
* HOMO level: -9.67 eV
* 2S+1: 1
* DFT total energy: -231.1637 Eh

Each line ends with the Mulliken charge.
Cartesian coordinates (Å):
C (-1.855, -0.435, 0.138)  -0.604
C (-1.052, 0.591, 0.031)  -0.334
C (0.389, 0.588, -0.306)  0.065
C (1.506, 0.035, 0.526)  -0.266
H (-1.600, -1.517, -0.031)  0.231
H (-2.990, -0.380, 0.257)  0.228
H (-1.480, 1.613, 0.193)  0.248
H (0.762, 1.348, -0.953)  0.370
H (1.321, -0.318, 1.571)  0.215
H (2.558, 0.311, 0.319)  0.244
O (0.938, -0.716, -0.462)  -0.396

# 2
Below is a single C3H4N2O2 molecule at a distorted geometry, with properties calculated with ωB97M-V/def2-TZVPD.

* frontier orbital gap: 9.2 eV
* energy relative to the best compared isomer or geometry (same formula, charge and spin): 614.3 kJ/mol
* structure (SMILES): O/N=c1\cc[nH]o1
* HOMO level: -8.59 eV
* 2S+1: 1
* DFT total energy: -376.5298 Eh

Each line ends with the Mulliken charge.
Cartesian coordinates (Å):
C (0.261, 0.461, -0.116)  0.473
C (-0.885, -0.309, 0.603)  -0.289
C (-0.316, -1.542, 0.906)  -0.306
H (-1.405, 2.571, -1.110)  0.333
H (-1.886, -0.005, 0.588)  0.435
H (-0.618, -2.588, 1.056)  0.352
H (1.620, -1.682, 1.292)  0.266
N (-0.030, 1.358, -1.072)  -0.436
N (1.094, -1.580, 0.442)  -0.215
O (-1.388, 1.742, -0.674)  -0.391
O (1.448, -0.292, -0.049)  -0.223

# 3
Below is a single C3H4N2O2 molecule, with properties calculated with ωB97M-V/def2-TZVPD.

* frontier orbital gap: 8.8 eV
* energy relative to the best compared isomer or geometry (same formula, charge and spin): 123.2 kJ/mol
* structure (SMILES): Oc1c[nH]c(O)n1
* HOMO level: -8.05 eV
* 2S+1: 1
* DFT total energy: -376.7169 Eh

Each line ends with the Mulliken charge.
Cartesian coordinates (Å):
O (-2.334, 0.608, 0.062)  -0.500
C (-1.037, 0.262, 0.028)  0.340
N (-0.010, 1.061, 0.156)  -0.636
C (1.072, 0.213, 0.077)  0.579
O (2.347, 0.653, 0.197)  -0.522
C (0.700, -1.081, -0.100)  -0.560
N (-0.701, -1.035, -0.117)  -0.014
H (-2.363, 1.528, 0.360)  0.367
H (2.388, 1.534, -0.190)  0.349
H (1.282, -1.988, -0.067)  0.379
H (-1.344, -1.755, -0.405)  0.218

# 4
Below is a molecular structure, C5H12ClN4O at a distorted geometry, with properties calculated with ωB97M-V/def2-TZVPD.

* frontier orbital gap: 9.2 eV
* energy relative to the best compared isomer or geometry (same formula, charge and spin): 29.8 kJ/mol
* HOMO level: -12.49 eV
* 2S+1: 1
* net charge: +1
* DFT total energy: -951.8116 Eh

Each line ends with the Mulliken charge.
Cartesian coordinates (Å):
C (-2.846, 0.244, 0.263)  0.377
C (-0.888, 0.475, 0.970)  0.410
C (2.401, -0.527, 0.500)  -1.175
C (2.237, 2.023, 0.549)  -1.463
C (1.545, 0.741, 0.204)  0.647
N (-2.078, 0.171, 1.404)  -0.146
N (-2.020, 0.627, -0.633)  0.191
N (0.278, 0.572, 0.900)  -0.133
N (-2.240, 0.964, -1.888)  -0.832
O (-4.126, -0.050, 0.221)  -0.445
Cl (-2.289, -3.216, -0.293)  -0.262
H (-2.762, -4.201, 0.443)  0.275
H (2.785, -0.918, -0.489)  0.287
H (3.301, -0.262, 0.972)  0.339
H (1.752, -1.229, 1.000)  0.379
H (1.800, 2.877, 0.192)  0.442
H (3.338, 1.950, 0.115)  0.332
H (2.269, 2.065, 1.632)  0.390
H (1.176, 0.762, -0.875)  0.174
H (-2.377, -0.412, 2.240)  0.327
H (-1.325, 1.022, -2.400)  0.290
H (-4.507, -0.403, 1.055)  0.338
H (-2.822, 0.224, -2.341)  0.257

Q: What is the energy relative to the best compared isomer or geometry (same formula, charge and spin) in the fourth record?
A: 29.8 kJ/mol

Q: Which of these has the highest energy relative to the best compared isomer or geometry (same formula, charge and spin)?
A: number 2

Q: Which formula does entry 3 have?
A: C3H4N2O2